DFT (wB97M-V/def2-TZVPD) results for a cluster of 2 separate species, C9H12F3N2O2 in total.

Bonds (Å) are listed after each position.
Cartesian coordinates (Å):
1 C 0.555 -2.446 -1.387  C2 1.548, H16 1.089, H17 1.088, H18 1.089
2 C -0.922 -2.039 -1.608  C1 1.548, C3 1.464, C5 1.546, H19 1.093
3 C -1.237 -2.001 -3.037  C2 1.464, N4 1.148
4 N -1.484 -1.971 -4.157  C3 1.148
5 C -1.218 -0.690 -0.913  C2 1.546, C6 1.463, C8 1.534, H20 1.094
6 C -2.485 -0.092 -1.336  C5 1.463, N7 1.147
7 N -3.477 0.381 -1.666  C6 1.147
8 C -1.222 -0.879 0.610  C5 1.534, C9 1.538, H21 1.090, H22 1.092
9 C -1.302 0.437 1.402  C8 1.538, O10 1.417, H23 1.095, H24 1.092
10 O -0.097 0.626 2.124  C9 1.417, C11 1.404
11 C 0.631 1.793 1.841  O10 1.404, C12 1.538, H25 1.088, H26 1.092
12 C 1.578 1.622 0.642  C11 1.538, F13 1.360, F14 1.313, F15 1.352
13 F 1.549 0.362 0.130  C12 1.360
14 F 2.817 1.899 0.978  C12 1.313
15 F 1.217 2.428 -0.382  C12 1.352
16 H 0.634 -3.256 -0.664  C1 1.089
17 H 1.012 -2.786 -2.315  C1 1.088
18 H 1.136 -1.601 -1.019  C1 1.089
19 H -1.572 -2.798 -1.165  C2 1.093
20 H -0.417 0.004 -1.182  C5 1.094
21 H -0.284 -1.351 0.903  C8 1.090
22 H -2.037 -1.554 0.883  C8 1.092
23 H -1.475 1.278 0.723  C9 1.095
24 H -2.137 0.415 2.105  C9 1.092
25 H 1.244 2.047 2.704  C11 1.088
26 H -0.023 2.637 1.615  C11 1.092
27 O 4.411 4.154 2.357  H28 0.963
28 H 4.604 3.380 1.817  O27 0.963

The calculated total energy comes out at -909.690826 Ha. As for the charge: -1. The value obtained for the HOMO energy is -2.2 eV. The LUMO energy comes out at 2.315 eV. For the HOMO-LUMO gap, the calculation gives 4.477 eV.